Here is a structure of composition C20H26GaN7O8 from the OMol25 dataset. Energies are from ωB97M-V/def2-TZVPD.

Results
- charge = +2
- orbital gap (eV) = 8.473
- HOMO energy (Ha) = -0.534

Cartesian coordinates (Å):
Ga 0.043 0.163 0.507
N 1.095 2.023 0.781
C 2.401 1.696 1.414
C 2.798 2.657 2.544
C 3.662 3.827 2.085
C 5.056 3.429 1.603
N 5.785 2.648 2.605
C 6.173 1.377 2.532
N 6.120 0.691 1.396
N 6.656 0.785 3.624
C 2.410 0.237 1.906
O 3.402 -0.200 2.428
O 1.330 -0.474 1.651
H 1.202 2.648 -0.011
H 0.487 2.505 1.441
H 3.162 1.722 0.629
H 3.323 2.089 3.311
H 1.890 3.046 3.014
H 3.765 4.539 2.907
H 3.175 4.374 1.271
H 5.630 4.331 1.392
H 5.007 2.873 0.668
H 5.966 3.119 3.479
H 5.731 1.065 0.549
H 6.200 -0.312 1.421
H 6.612 1.228 4.526
H 6.978 -0.168 3.600
O -1.507 -1.036 0.788
C -2.144 -0.042 1.272
O -1.532 1.092 1.157
C -3.442 -0.168 1.922
C -4.090 -1.404 1.961
C -5.316 -1.514 2.591
C -5.894 -0.403 3.189
C -5.228 0.809 3.140
C -4.012 0.954 2.515
N -5.837 1.996 3.783
O -5.192 3.024 3.769
O -6.913 1.845 4.312
H -3.625 -2.265 1.499
H -5.827 -2.467 2.622
H -6.850 -0.461 3.691
H -3.529 1.919 2.492
O 6.617 -1.834 -4.627
C 6.258 -0.708 -3.899
N 4.797 -0.690 -3.725
C 4.171 -0.111 -2.699
O 4.732 0.441 -1.755
C 2.662 -0.147 -2.724
C 1.873 -0.056 -3.863
C 0.494 0.006 -3.729
C -0.060 0.002 -2.469
N 0.704 -0.080 -1.363
C 2.037 -0.176 -1.493
H 6.685 -2.608 -4.056
H 6.563 0.160 -4.478
H 6.706 -0.654 -2.907
H 4.272 -1.135 -4.462
H 2.322 -0.004 -4.848
H -0.149 0.084 -4.594
H -1.130 0.067 -2.322
H 2.634 -0.255 -0.596

These are the Löwdin partial charges, in e, on atoms 1 to 4: 0.52 0.11 -0.24 -0.13